{
  "formula": "C2O4Sm",
  "method": "ωB97M-V/def2-TZVPD",
  "species": ["O", "C", "O", "O", "C", "O", "Sm"],
  "coordinates": [[-2.8310, 0.3678, -0.4055], [-3.3698, -0.6273, -0.2952], [0.2263, -0.7130, 0.5104], [1.6342, 0.3772, -0.8485], [1.5483, -0.5418, 0.0979], [2.5014, -0.7662, 0.8597], [-0.3175, 1.3599, -0.2882]],
  "mulliken_charge": [-0.142, 0.143, -0.755, -0.749, 0.685, -0.580, 1.397],
  "charge": 0,
  "energy_ha": -1035.11883,
  "homo_ev": [-7.62, -7.99],
  "lumo_energy_ha": [-0.04776, -0.04970],
  "homo_lumo_gap_ev": [6.324, 6.640],
  "spin_multiplicity": 7
}